[1]
Density functional theory data (wB97M-V/def2-TZVPD) for a molecular structure, H11O6Y2 in a non-equilibrium geometry.

Positions of all 19 atoms, in Å:
Y 0.959 4.308 2.870
Y -0.608 -2.818 1.757
O -0.066 1.050 1.116
H -0.493 1.420 0.319
O 2.419 -2.108 4.597
H 2.934 -1.303 4.534
H 2.472 -2.356 5.520
O 0.562 4.827 -1.356
H 0.900 4.435 -2.161
H 0.000 5.542 -1.654
O -4.197 -1.043 0.018
H -4.665 -0.210 0.083
H -4.764 -1.595 -0.522
O -1.728 -0.929 -4.525
H -1.811 -0.943 -5.479
H -2.368 -0.278 -4.237
O 3.099 -2.705 -0.245
H 3.776 -3.365 -0.099
H 3.579 -1.929 -0.535

The strongest force on any atom comes out at 1.4 eV Å⁻¹. Its total charge is +5. As for the orbital gap: 2.10 eV. For the HOMO energy, the calculation gives -22.7 eV. Its spin multiplicity is 1.

These are the Mulliken partial charges, in e, on atoms 1 to 6: number 1, Y, carries 2.397; number 2, Y, carries 2.458; number 3, O, carries -0.683; number 4, H, carries 0.324; number 5, O, carries -0.632; number 6, H, carries 0.322

[2]
Density functional theory data (wB97M-V/def2-TZVPD) for 7 unconnected molecules or ions with the total composition H12IO6 in a non-equilibrium geometry.

Positions of all 19 atoms, in Å:
I 15.049 26.742 7.564
O 11.273 26.665 7.592
H 11.250 25.717 7.386
H 12.180 26.864 7.425
O 14.256 23.694 5.698
H 14.567 24.302 6.334
H 14.549 24.043 4.853
O 16.904 25.052 10.363
H 16.719 25.398 11.195
H 16.583 25.681 9.756
O 14.161 24.083 9.707
H 13.678 23.523 9.140
H 14.088 24.909 9.196
O 16.094 27.935 4.336
H 15.766 27.925 5.248
H 16.835 27.393 4.305
O 18.006 24.688 6.825
H 18.888 24.627 7.185
H 17.416 25.078 7.492

The strongest force on any atom comes out at 2.8 eV Å⁻¹. Its total charge is -1. As for the orbital gap: 8.51 eV. For the HOMO energy, the calculation gives -5.2 eV. Its spin multiplicity is 1.

These are the Mulliken partial charges, in e, on atoms 1 to 6: number 1, I, carries -0.699; number 2, O, carries -0.629; number 3, H, carries 0.312; number 4, H, carries 0.271; number 5, O, carries -0.613; number 6, H, carries 0.278

[3]
Density functional theory data (wB97M-V/def2-TZVPD) for a molecular structure, H12LiO6 in a non-equilibrium geometry.

Positions of all 19 atoms, in Å:
Li 0.310 0.035 -0.318
O 0.664 -1.431 0.668
H 1.580 -1.059 0.913
H 0.553 -2.217 0.369
O -1.932 0.129 0.137
H -2.487 -0.129 -0.577
H -2.194 0.979 0.505
O -2.278 -0.901 2.292
H -2.623 -1.805 2.269
H -1.939 -0.722 1.366
O 0.479 1.756 -1.392
H 0.157 1.865 -2.262
H 1.163 2.391 -1.287
O 1.690 -1.094 -1.627
H 1.333 -1.821 -2.290
H 2.290 -0.328 -2.111
O 1.309 1.455 0.803
H 1.174 0.710 1.426
H 0.753 2.186 1.116

The strongest force on any atom comes out at 11.2 eV Å⁻¹. Its total charge is +1. As for the orbital gap: 9.81 eV. For the HOMO energy, the calculation gives -13.5 eV. Its spin multiplicity is 1.

These are the Mulliken partial charges, in e, on atoms 1 to 6: number 1, Li, carries 0.934; number 2, O, carries -0.612; number 3, H, carries 0.368; number 4, H, carries 0.202; number 5, O, carries -0.645; number 6, H, carries 0.301

Question: What is the orbital gap in the second record?
Answer: 8.51 eV

Question: Look up the orbital gap of the second one.
Answer: 8.51 eV

Question: What is the formula in the first record?
Answer: H11O6Y2